Entry 1:
Density functional theory data (the ωB97M-V functional and the def2-TZVPD basis) for a cluster of 10 separate species, C32H62FIN2O13S5 in total.

Geometry as XYZ:
```
116
Properties=species:S:1:pos:R:3:forces:R:3
C 0.0930 -0.5347 -6.6675 1.0 -0.5 2.7
C -0.9455 -1.5516 -6.2931 -5.7 1.2 -4.3
O -1.9559 -1.5210 -7.0382 2.5 -1.4 3.4
N -0.8103 -2.5713 -5.2040 2.2 0.1 -1.1
H 0.0387 -3.1553 -5.4483 -1.3 0.3 0.1
H -0.2647 -1.9988 -4.4417 0.8 0.6 1.8
C -1.9540 -3.3332 -4.6987 -3.2 0.2 -3.4
H 0.2898 -0.8731 -7.6718 0.7 0.3 -0.4
H 0.8843 -0.8519 -5.9025 0.0 1.7 -1.4
H -0.2535 0.5894 -6.6964 0.6 -2.5 0.5
H -1.7640 -3.9709 -3.9114 1.1 -0.5 2.2
H -2.3908 -4.0988 -5.4369 1.0 1.4 0.3
H -2.8214 -2.6416 -4.5365 1.1 -0.5 0.2
C 1.8281 -0.3631 -0.6073 -0.1 -4.5 -0.5
C 0.5202 -1.0240 -0.1290 0.8 1.1 1.0
O 0.4427 -1.5905 0.9325 -0.7 0.3 -1.8
N -0.7156 -0.8140 -1.0406 3.3 -7.7 2.6
H -0.9447 0.0570 -1.1375 -1.8 7.8 0.0
H -0.2950 -1.0066 -1.9741 0.1 -1.0 -1.1
C -1.9113 -1.5791 -0.6057 -1.2 8.3 -0.7
H 2.4446 -0.2562 0.2561 0.5 0.2 0.4
H 1.6887 0.5065 -1.1008 -0.7 3.1 -1.3
H 2.3560 -1.0292 -1.4094 -0.9 0.9 1.7
H -1.8007 -2.4880 -0.4973 2.1 -9.2 0.5
H -2.5771 -1.4190 -1.4370 -1.0 0.3 0.3
H -2.2353 -1.3179 0.4219 -0.1 0.9 -0.9
I -1.8666 2.5118 -1.1894 0.1 -0.3 0.1
O 0.5674 -1.4033 -3.3721 0.1 -0.2 -0.2
H 1.5429 -1.3072 -3.3309 -1.1 -0.2 -0.3
F 3.1118 1.2431 4.5585 -0.5 0.7 0.9
C 3.7465 0.1404 4.2139 2.8 -1.8 -0.1
C 3.1832 -0.6555 3.2578 -0.8 -1.0 -0.8
C 3.9119 -1.6816 2.6258 4.5 1.2 1.1
C 5.3560 -1.8164 2.9337 -1.2 -0.9 0.2
C 5.7668 -1.2066 4.1462 0.3 -0.5 -1.5
C 5.0225 -0.2270 4.7461 -1.3 2.6 2.1
H 2.1287 -0.4455 3.0737 0.3 -0.2 -0.6
H 3.6911 -2.2595 1.7814 -1.4 -0.5 -1.0
H 6.1528 -2.4909 2.3198 -2.5 1.6 1.6
H 6.7233 -1.4616 4.5664 0.3 0.1 0.0
H 5.3898 0.3529 5.7046 -0.6 -1.3 -2.1
C 0.8113 -4.7132 -1.4005 3.2 0.2 -2.6
C 1.8778 -5.1127 -0.3014 -0.1 -1.3 -3.3
C 1.2178 -5.1612 0.9649 -1.8 -0.2 2.5
S -0.4126 -5.6323 0.5555 -3.5 -1.0 1.6
O -1.2574 -4.5681 1.0432 -0.6 0.0 0.8
O -0.6793 -7.0346 0.9147 0.5 1.8 -0.7
C -0.4536 -5.3712 -1.1914 1.8 -1.1 2.4
H 1.1963 -4.9227 -2.4766 -0.3 0.4 1.8
H 0.5980 -3.6639 -1.3770 0.3 0.9 0.1
H 2.5950 -4.3649 -0.2774 1.9 1.0 -0.3
H 2.2676 -6.1167 -0.5851 0.1 0.8 0.2
H 0.9892 -4.2039 1.4422 0.6 0.1 -0.1
H 1.4971 -5.8817 1.7278 0.6 0.0 -0.1
H -1.2283 -4.8590 -1.5692 -3.1 2.1 -0.4
H -0.5861 -6.3234 -1.4781 0.2 -3.6 -1.9
C -5.7867 -1.0197 0.5034 0.5 0.0 0.9
C -4.9149 0.1695 0.0378 -2.4 -1.5 -2.5
C -5.7485 1.3708 -0.1301 -1.4 1.5 0.4
S -7.4393 0.8542 -0.4294 -0.6 0.8 3.3
O -7.8496 1.2791 -1.7312 -0.5 0.0 -0.6
O -8.2840 1.2010 0.7823 1.9 -1.1 -3.0
C -7.0740 -0.9148 -0.3466 1.2 0.8 0.7
H -5.9685 -0.6632 1.5323 -0.4 -1.2 0.0
H -5.2645 -2.0774 0.4602 -1.1 2.3 0.2
H -4.7563 0.0243 -0.9772 1.5 -1.1 -2.2
H -4.0323 0.3625 0.4918 2.6 0.3 1.7
H -5.5203 2.1484 -0.8413 0.5 -0.5 -1.1
H -5.7013 1.9792 0.7101 -0.6 0.9 2.2
H -6.9522 -1.4051 -1.2768 0.2 0.1 -1.3
H -7.9811 -1.2372 0.0466 -1.3 -1.2 1.2
C -1.9933 2.1656 3.6817 0.4 2.7 -0.2
C -0.6585 1.4983 4.2295 -4.7 2.9 5.3
C -0.8593 0.0821 4.2303 5.7 -4.5 -1.4
S -2.5582 -0.3092 4.0553 -1.4 0.1 -1.5
O -3.0789 -1.0595 5.1436 0.2 -0.9 0.7
O -2.8317 -0.7038 2.6835 0.4 -0.3 0.5
C -3.1733 1.3373 4.1240 0.2 2.3 4.5
H -1.9636 2.1785 2.6058 0.2 0.0 -0.7
H -2.2117 3.2960 3.9746 1.0 -2.3 -0.4
H -0.5552 1.7130 5.3693 -0.9 0.4 -1.3
H 0.2269 1.9115 4.0159 3.2 1.1 -2.3
H -0.3725 -0.4726 5.1321 -1.4 1.0 -1.4
H -0.0160 -0.2282 3.3476 -3.2 -0.3 1.6
H -3.3963 1.8294 5.3105 0.4 -2.3 -3.2
H -4.1100 1.3652 3.5922 0.0 0.2 -0.4
C 1.0598 4.9950 3.4887 -0.5 0.4 -1.0
C 2.3624 4.2869 3.8852 -3.2 2.0 3.0
C 3.1162 4.1778 2.6863 4.6 -1.3 0.2
S 2.1790 3.9054 1.2685 -1.9 -2.2 2.0
O 2.0438 2.4461 1.0885 0.4 1.8 -0.6
O 2.6252 4.8406 0.3015 0.4 0.4 -1.9
C 0.6306 4.4727 2.0498 1.9 0.5 1.3
H 1.3533 5.9812 3.3504 0.4 2.2 -0.4
H 0.2970 5.1000 4.2863 0.1 -0.8 -0.7
H 2.0027 3.4413 4.4046 0.4 -1.8 0.1
H 2.8774 4.8705 4.6843 -0.2 -0.2 -0.7
H 3.8441 3.3853 2.9251 0.0 -0.2 -1.1
H 3.7462 5.0515 2.5503 -0.2 0.3 -0.3
H 0.1691 3.5617 2.2053 -1.7 -1.7 -0.2
H 0.1758 5.1152 1.3239 -0.6 0.5 0.1
C 2.8146 4.2436 -3.2018 -2.7 0.4 -0.9
C 1.6747 3.2351 -2.9229 -2.6 6.1 5.2
C 1.9782 2.1245 -3.6377 -0.7 -4.1 -3.9
S 3.6415 1.8737 -3.5989 3.9 1.0 -2.4
O 4.1447 1.4572 -4.9237 -0.7 -0.3 1.8
O 3.9676 1.2052 -2.3822 0.4 -1.3 0.8
C 4.1002 3.6044 -3.3770 0.8 -1.7 1.2
H 2.7995 5.0214 -2.5250 0.0 1.7 1.5
H 2.6740 4.6545 -4.1990 -1.1 0.5 0.1
H 0.6596 3.7467 -3.1645 1.7 -1.1 0.5
H 1.6515 2.9898 -1.7587 0.0 0.6 -2.3
H 1.6445 2.0008 -4.6453 0.0 0.9 -1.2
H 1.5762 1.2470 -3.2956 -1.1 -2.4 1.5
H 4.3333 3.9685 -4.3019 2.0 0.3 -2.3
H 4.8748 3.7953 -2.6442 0.0 -0.4 0.2
```
Positions in Å, forces in eV/Å.

## Properties
- total energy (eV) = -128767.8335
- Kohn-Sham gap (eV) = 6.6221
- HOMO (eV) = -7.4


Entry 2:
Density functional theory data (the ωB97M-V functional and the def2-TZVPD basis) for the molecule C2H3N5O.

Geometry as XYZ:
```
11
Properties=species:S:1:pos:R:3:forces:R:3
C -1.2598 0.7681 0.9813 2.9 2.6 6.7
C 0.1767 -0.0183 -0.6303 1.4 -4.5 1.3
H -0.7423 1.3208 2.8308 0.5 -1.1 -1.6
H -2.2537 1.1795 1.2144 0.1 -0.6 -0.6
H -0.1216 -0.4815 -2.4581 0.6 -1.0 -2.1
N -0.3109 0.8564 1.9664 -3.5 0.5 -1.6
N -0.9492 0.4566 -0.2484 1.1 -0.9 -4.2
N 0.5235 -0.7691 -1.7574 -1.9 3.1 1.0
N 1.7204 -1.4448 -1.6270 -2.3 0.1 -2.9
N 2.0169 -1.3313 -0.4650 2.3 -0.3 1.8
O 1.2001 -0.5364 0.1932 -1.2 2.1 2.2
```
Positions in Å, forces in eV/Å.

## Properties
- total energy (eV) = -11616.1051
- SMILES string = [H]/N=C/N=c1/[nH]nno1
- Kohn-Sham gap (eV) = 9.2861
- HOMO (eV) = -9.2


Entry 3:
Density functional theory data (the ωB97M-V functional and the def2-TZVPD basis) for a cluster of 2 separate species, C4H8Cl2N2 in total.

Geometry as XYZ:
```
16
Properties=species:S:1:pos:R:3:forces:R:3
C -0.5330 -0.7496 1.5788 -1.1 1.5 -1.2
C 0.3589 -1.5133 0.6211 -0.5 -2.3 -0.2
C -0.8224 0.5816 0.7491 -1.9 1.1 4.3
C 0.2992 -0.7236 -0.6668 0.9 -1.3 1.2
N -0.2041 0.4540 -0.5110 1.7 -0.5 -2.4
N -0.1404 1.3899 -1.4759 -1.1 1.2 1.7
Cl 0.9069 -1.4000 -2.1092 -0.2 0.7 0.3
Cl 2.3890 2.0337 -2.8172 -0.7 -0.5 0.3
H -1.5169 -1.1689 1.7366 -0.1 -0.6 -0.2
H -0.1909 -0.5639 2.5809 0.8 0.2 0.1
H 1.3553 -1.6740 1.1148 -0.6 0.2 -1.2
H -0.0811 -2.5322 0.3340 0.8 1.1 0.8
H -1.9372 0.5896 0.6698 0.9 0.4 -0.6
H -0.5644 1.5275 1.3683 0.0 -1.4 -1.5
H 1.1375 1.5119 -2.2398 0.4 0.7 0.0
H -0.4564 2.2372 -0.9336 0.4 -0.7 -1.4
```
Positions in Å, forces in eV/Å.

## Properties
- total energy (eV) = -32300.5230
- Kohn-Sham gap (alpha / beta) (eV) = 8.6903 / 8.6894
- HOMO (alpha / beta) (eV) = -8.5 / -8.5


Entry 4:
Density functional theory data (the ωB97M-V functional and the def2-TZVPD basis) for the molecule C25H19F3N2O.

Geometry as XYZ:
```
50
Properties=species:S:1:pos:R:3:forces:R:3
F 8.5310 -6.0844 -1.0785 0.2 -0.2 1.5
F 9.5485 -5.0088 0.5536 -1.1 -0.5 -0.3
F 8.1840 -6.6337 1.0876 0.5 0.2 -0.9
C 2.7575 -1.5424 -0.1147 -0.8 0.7 0.4
C 3.7368 -2.2100 0.0304 0.3 -0.5 0.0
N 1.0967 0.2634 0.3822 0.6 -1.0 -0.9
O -3.7339 0.6499 1.1533 0.1 -1.1 -0.7
C 1.5507 -0.8011 -0.2855 -1.2 0.9 -0.2
C -3.7850 5.0389 -1.6426 1.0 -1.2 -1.1
C -4.7514 5.0918 -0.6971 -0.9 1.0 1.0
C 5.9366 -2.8458 -0.7964 -0.2 -0.8 0.2
C 4.9875 -4.0607 1.0679 0.6 -0.4 0.0
C -2.3441 0.8662 -1.9412 1.1 -1.3 -0.3
C -0.9954 1.6570 -0.0322 -0.7 0.3 -0.9
C -2.9429 3.9197 -1.6868 -0.6 0.5 0.4
C -1.4500 -0.2219 -2.1233 -1.2 1.3 -0.2
C 7.0099 -3.7137 -0.7775 0.7 0.2 -0.3
C 6.1454 -4.8714 1.1609 -0.4 0.6 -0.2
C -4.8737 4.1350 0.2899 0.5 -1.2 -0.5
C 4.8892 -3.0482 0.1081 0.5 -0.2 0.2
C -0.0817 0.6230 -0.2773 0.1 0.1 0.7
C -2.1138 1.7848 -0.9213 1.1 -0.5 1.6
C -3.0889 2.8820 -0.7383 -0.3 0.8 0.0
C -0.3342 -0.2707 -1.3112 -0.5 -0.6 -0.7
C 7.1433 -4.7031 0.2016 0.2 0.0 0.4
C -4.0954 2.9536 0.2734 -0.1 0.4 -0.2
N 0.6931 -1.1762 -1.3163 0.6 0.3 0.6
C 8.3733 -5.6215 0.2127 -0.4 0.7 -0.6
C -5.9156 1.4886 1.3745 -0.3 0.7 -0.8
C -4.0881 2.3312 2.7427 0.6 0.8 0.4
C -4.4314 1.8461 1.3420 0.5 0.8 0.2
H -2.7983 0.7812 0.9357 -0.4 0.2 0.2
H -3.7392 5.7976 -2.4064 0.2 0.1 -0.1
H -5.4071 5.9588 -0.7029 -0.1 -0.2 0.2
H 5.8530 -2.0922 -1.5571 0.0 0.2 -0.1
H 4.1265 -4.2207 1.7044 0.2 0.0 0.2
H -3.2170 1.0003 -2.5823 0.3 -0.2 0.2
H -0.8445 2.3830 0.7737 0.0 -0.3 -0.3
H -2.1930 3.8861 -2.4860 -0.2 -0.3 0.5
H -1.6377 -0.9690 -2.8845 0.0 0.0 0.0
H 7.7763 -3.5711 -1.5449 -0.1 -0.2 0.4
H 6.2905 -5.6074 1.9617 -0.4 0.3 -0.5
H -5.6523 4.2652 1.0097 -0.3 -0.1 0.4
H 0.8159 -1.9287 -1.9760 0.1 0.1 0.2
H -6.5341 2.3567 1.6143 0.2 0.0 0.1
H -6.1115 0.7526 2.1283 0.1 -0.5 0.4
H -6.2861 1.1304 0.4200 0.2 -0.2 -0.2
H -4.3718 1.5969 3.4847 -0.3 -0.3 0.0
H -3.0111 2.5070 2.9107 -0.3 0.0 -0.4
H -4.6162 3.2557 2.9565 0.0 0.2 0.2
```
Positions in Å, forces in eV/Å.

## Properties
- total energy (eV) = -39412.8304
- SMILES string = CC(C)(O)c1ccccc1-c1ccc2[nH]c(C#Cc3ccc(C(F)(F)F)cc3)nc2c1
- Kohn-Sham gap (eV) = 8.5983
- HOMO (eV) = -8.6


Entry 5:
Density functional theory data (the ωB97M-V functional and the def2-TZVPD basis) for the molecule C4H12N2.

Geometry as XYZ:
```
18
Properties=species:S:1:pos:R:3:forces:R:3
C 1.1660 -1.6879 0.8482 0.7 0.1 2.0
C 0.2472 -0.8889 -0.0756 0.2 1.1 0.9
C 0.1591 0.5686 0.5063 -1.6 -0.1 -1.2
C -0.6758 1.5545 -0.3573 -2.2 -2.1 0.5
N -0.2050 2.0026 -1.6645 -2.1 0.2 1.3
N -1.0363 -1.5309 0.0272 1.6 1.3 4.8
H 0.7290 -2.6959 0.8890 0.5 0.3 0.3
H 2.1964 -1.7451 0.5351 0.4 -0.1 -0.5
H 1.2896 -1.2537 1.9423 -0.8 -0.8 -2.0
H 0.6882 -0.8495 -1.1142 -0.8 -0.2 0.9
H 1.1341 0.9770 0.5100 1.3 0.4 0.7
H -0.3477 0.5825 1.5379 1.1 -0.3 -1.3
H -1.6584 0.9390 -0.6038 1.4 1.5 1.0
H -0.8608 2.3743 0.3732 -0.3 -0.2 -1.0
H 0.6680 1.6868 -1.9163 2.4 -0.5 -0.5
H -0.3021 2.9907 -1.6782 0.4 0.7 -0.5
H -1.5639 -1.2451 0.8707 0.7 -0.3 -0.9
H -1.6276 -1.7789 -0.6303 -2.8 -1.0 -4.4
```
Positions in Å, forces in eV/Å.

## Properties
- total energy (eV) = -7321.3611
- SMILES string = C[C@@H](N)CCN
- Kohn-Sham gap (eV) = 9.8548
- HOMO (eV) = -8.7


Entry 6:
Density functional theory data (the ωB97M-V functional and the def2-TZVPD basis) for the molecule C3H6OS.

Geometry as XYZ:
```
11
Properties=species:S:1:pos:R:3:forces:R:3
C 0.9833 0.2004 -0.3826 -1.5 -2.4 0.5
C -0.1493 -0.8179 -0.8280 -1.2 -2.7 -0.1
C -0.5705 0.8304 1.0671 -1.0 0.4 -4.0
H 1.5205 -0.3315 0.4663 -0.7 1.1 -0.5
H 1.6799 0.1482 -1.1805 0.7 1.4 -0.9
H -0.0118 -1.9888 -0.7993 0.9 2.3 0.5
H -0.6013 -0.7898 -1.8368 0.7 1.1 0.2
H -1.3757 1.4408 1.2324 -1.2 2.5 0.8
H -0.2237 0.4113 1.9384 2.2 -0.3 1.8
O 0.3141 1.4432 -0.0006 -0.1 -3.7 2.2
S -1.5655 -0.5464 0.3237 1.2 0.3 -0.5
```
Positions in Å, forces in eV/Å.

## Properties
- total energy (eV) = -16088.8140
- SMILES string = C1CSCO1
- Kohn-Sham gap (eV) = 9.4777
- HOMO (eV) = -8.6